Computed, not measured: a 2-piece molecular cluster, C5H13O overall in a non-equilibrium geometry, with ωB97M-V with the def2-TZVPD basis set.

The geometry in XYZ format:
```
19
Properties=species:S:1:pos:R:3:forces:R:3:mulliken_spin:R:1
C 2.356 -0.402 0.233 -8.9 -2.8 5.1 0.64
C -2.403 -0.546 0.941 0.9 -1.1 -1.4 0.00
C -1.036 0.350 -1.494 3.4 0.2 -2.2 0.01
C 3.398 0.209 -0.258 8.3 6.4 -1.7 0.99
C -1.116 0.217 1.000 2.3 1.4 -1.0 0.00
O -0.334 -0.093 -0.324 -0.6 0.2 2.2 0.03
H 0.744 0.092 -0.170 -1.1 -0.2 -0.7 0.18
H 1.889 -0.152 1.224 1.0 -0.6 -0.7 0.05
H 1.986 -1.215 -0.268 -1.1 -2.2 -0.8 0.06
H -2.368 -1.613 0.542 0.7 1.1 1.3 0.00
H -3.106 -0.138 0.246 -0.5 0.9 -0.1 0.00
H -2.716 -0.436 1.934 -1.3 -0.5 1.4 0.00
H -1.891 -0.176 -1.760 -1.4 -1.6 0.3 0.00
H -1.315 1.374 -1.501 0.2 1.1 0.5 -0.01
H -0.264 0.142 -2.291 -1.1 0.5 0.5 0.01
H 3.758 1.093 0.269 0.1 -0.1 -0.5 0.02
H 3.922 -0.073 -1.108 0.8 -0.7 -1.2 0.02
H -1.161 1.370 0.980 -0.5 -1.8 0.1 0.00
H -0.346 -0.006 1.808 -1.3 -0.3 -1.0 0.00
```
Positions in Å, forces in eV/Å.

Calculated values
frontier orbital gap (alpha / beta): 7.7 / 9.0 eV
energy above the lowest of the compared OMol25 structures with the same formula, charge and spin: 0.0 kJ/mol
electronic energy: -272.9989 hartree
multiplicity: 3
HOMO (alpha / beta): -10.5 / -16.5 eV
net charge: +1


Computed, not measured: a 2-piece molecular cluster, C5H13O2 overall in a non-equilibrium geometry, with ωB97M-V with the def2-TZVPD basis set.

The geometry in XYZ format:
```
20
Properties=species:S:1:pos:R:3:forces:R:3:mulliken_spin:R:1
C -1.078 -0.889 1.229 0.1 -0.7 0.4 0.21
O -2.073 -0.840 0.288 0.3 0.6 0.2 -0.06
C 0.193 0.006 1.094 -0.2 -0.5 -1.4 0.70
C 0.628 0.199 -0.378 -0.4 0.6 -0.1 -2.65
C 1.954 0.974 -0.526 -0.8 -1.1 1.2 3.44
C 0.623 -1.057 -1.231 -0.9 0.2 0.4 1.74
H -0.647 -1.915 1.295 -0.1 -0.1 -0.1 0.01
H -1.479 -0.717 2.257 0.1 0.1 0.1 -0.01
H -0.031 1.019 1.423 0.3 0.1 0.7 -0.07
H 1.007 -0.529 1.590 0.0 0.4 0.6 -0.47
H -0.182 0.858 -0.682 -0.1 0.0 -0.9 0.16
H 2.316 0.971 -1.547 0.1 0.4 -0.2 -0.75
H 2.671 0.413 0.090 0.4 0.3 -0.2 -0.32
H 1.842 1.943 -0.039 0.3 0.3 -0.3 -0.26
H 1.378 -1.703 -0.861 1.1 -0.8 0.1 -0.55
H -0.317 -1.587 -1.093 -0.2 0.1 -0.1 0.25
H 0.763 -0.885 -2.293 0.2 0.2 -0.2 -0.45
H -2.207 1.813 -0.693 -0.2 -0.1 0.2 0.00
H -2.490 0.455 0.160 -0.3 0.0 -0.4 0.01
O -2.871 1.470 -0.081 0.2 0.1 0.0 0.08
```
Positions in Å, forces in eV/Å.

Calculated values
frontier orbital gap (alpha / beta): 2.8 / 7.7 eV
energy above the lowest of the compared OMol25 structures with the same formula, charge and spin: 16.7 kJ/mol
electronic energy: -348.6352 hartree
multiplicity: 2
HOMO (alpha / beta): 4.1 / -0.9 eV
net charge: -2


Computed, not measured: a 3-piece molecular cluster, C5H13O3 overall in a non-equilibrium geometry, with ωB97M-V with the def2-TZVPD basis set.

The geometry in XYZ format:
```
21
Properties=species:S:1:pos:R:3:forces:R:3:nbo_charge:R:1
C 0.705 1.959 0.223 0.8 -0.2 0.0 0.04
O 1.299 3.127 0.360 -0.1 0.4 -0.4 -0.92
C 0.900 1.242 -1.174 -0.4 2.3 -0.1 -0.46
C 0.561 -0.201 -1.213 0.5 -2.3 0.2 -0.44
C -0.903 -0.551 -1.074 1.4 1.6 -0.4 -0.16
C -1.623 -1.029 -2.068 -1.9 -1.1 -0.5 -0.44
H -0.402 1.984 0.438 0.0 -0.3 0.0 0.06
H 1.177 1.208 0.954 -0.4 -0.3 0.0 0.00
H 0.311 1.826 -1.903 -0.3 -0.3 0.2 0.18
H 1.906 1.501 -1.513 0.3 -0.5 0.4 0.21
H 1.019 -0.705 -0.330 0.1 0.3 -0.3 0.20
H 0.993 -0.724 -2.081 -0.2 0.2 0.0 0.19
H -1.197 -0.117 -0.120 -1.1 -0.6 -0.1 0.21
H -1.318 -1.358 -3.056 1.2 0.3 0.2 0.18
H -2.695 -1.267 -2.070 0.1 0.5 0.9 0.18
H -1.164 -2.869 0.328 0.4 0.2 0.4 0.48
H -0.400 -2.769 1.720 -0.4 0.1 -0.6 0.49
O -1.076 -3.254 1.212 0.0 -0.2 0.2 -0.98
H -0.676 -0.214 2.686 0.5 0.0 0.0 0.47
H 0.735 0.144 2.196 0.0 0.2 -0.2 0.48
O 0.254 -0.483 2.756 -0.5 -0.4 0.2 -0.98
```
Positions in Å, forces in eV/Å.

Calculated values
frontier orbital gap: 6.2 eV
energy above the lowest of the compared OMol25 structures with the same formula, charge and spin: 137.5 kJ/mol
electronic energy: -423.9813 hartree
HOMO: -2.8 eV
net charge: -1


Which value of energy above the lowest of the compared OMol25 structures with the same formula, charge and spin does entry 3 give?
137.5 kJ/mol


Among the records above, which one has the highest energy above the lowest of the compared OMol25 structures with the same formula, charge and spin?
C5H13O3


What is the net charge in the third record?
-1